Formula: C36H20Cl60N2O
Source: the OMol25 dataset
Level of theory: the ωB97M-V functional and the def2-TZVPD basis

Structure (XYZ):
```
119
Properties=species:S:1:pos:R:3:lowdin_charge:R:1
C 2.891 -2.958 5.639 -0.192
C 2.847 -1.932 4.799 -0.066
C 2.608 -0.652 3.870 -0.180
C 1.779 -0.989 2.506 -0.084
C 2.465 -0.483 1.167 -0.034
C 1.746 -0.711 -0.225 -0.075
C 0.356 -1.450 -0.204 0.010
C -0.340 -1.960 1.143 -0.142
N -1.641 -2.591 1.008 0.124
C -2.197 -2.971 2.282 -0.160
C -3.657 -3.641 2.312 -0.098
C -4.024 -4.539 1.025 -0.348
C -3.063 -5.842 0.832 -0.043
O -4.086 -3.817 -0.234 -0.179
C -5.408 -3.295 -0.512 -0.175
C -5.709 -1.878 0.244 -0.123
C -7.128 -1.728 0.929 -0.023
C -7.430 -0.370 1.718 -0.056
C -6.363 0.811 1.819 -0.063
C -4.946 0.657 1.119 -0.264
C -4.654 -0.703 0.340 -0.151
C -1.436 -2.762 3.644 -0.024
N -0.143 -2.150 3.824 0.081
C 0.359 -1.740 2.524 -0.128
H 3.162 -4.019 6.018 0.058
H 3.637 -0.202 3.577 0.109
H 2.032 0.180 4.417 0.022
H 3.478 0.089 1.156 0.088
H 2.152 -0.354 -1.233 -0.004
H -0.177 -1.584 -1.221 0.065
H -3.706 -4.284 3.285 0.128
H -4.411 -2.771 2.497 0.122
H -5.090 -4.974 1.227 0.143
H -2.079 -5.785 1.422 0.080
H -2.857 -6.007 -0.285 0.076
H -3.660 -6.769 1.207 0.087
H -6.271 -4.033 -0.321 0.122
H -5.430 -3.074 -1.658 0.141
H -7.865 -2.603 0.866 0.088
H -8.456 -0.308 2.223 0.077
H -6.675 1.737 2.439 0.090
H -4.198 1.525 1.216 0.080
H -3.599 -0.793 -0.139 0.094
H -1.984 -3.111 4.609 0.117
C 5.328 -2.498 -1.288 -1.993
Cl 4.603 -3.214 0.168 0.505
Cl 6.834 -3.356 -1.685 0.528
Cl 4.191 -2.638 -2.647 0.509
Cl 5.685 -0.782 -0.987 0.467
C 3.827 -6.909 2.117 -2.003
Cl 3.458 -5.275 2.709 0.506
Cl 5.048 -6.812 0.828 0.501
Cl 4.454 -7.900 3.454 0.522
Cl 2.345 -7.649 1.473 0.479
C 0.794 -7.504 -2.210 -2.010
Cl 0.944 -8.153 -3.859 0.517
Cl -0.039 -5.933 -2.264 0.510
Cl -0.144 -8.637 -1.210 0.510
Cl 2.412 -7.292 -1.506 0.472
C 1.116 2.044 -3.575 -1.968
Cl -0.448 1.560 -4.267 0.500
Cl 0.862 2.714 -1.948 0.532
Cl 2.185 0.624 -3.472 0.486
Cl 1.867 3.278 -4.612 0.506
C -0.092 -2.216 -5.619 -2.005
Cl 0.514 -2.201 -3.947 0.484
Cl 0.446 -0.743 -6.458 0.500
Cl 0.541 -3.645 -6.466 0.525
Cl -1.869 -2.275 -5.603 0.523
C 5.595 2.872 -6.459 -2.004
Cl 5.757 2.226 -8.107 0.523
Cl 4.744 4.433 -6.516 0.509
Cl 4.669 1.728 -5.462 0.479
Cl 7.209 3.104 -5.751 0.491
C 10.385 5.516 -6.470 -2.013
Cl 11.815 6.519 -6.137 0.516
Cl 10.261 4.235 -5.244 0.495
Cl 8.926 6.529 -6.417 0.486
Cl 10.539 4.781 -8.081 0.521
C 7.730 2.013 1.137 -2.012
Cl 7.003 1.295 2.592 0.513
Cl 9.236 1.156 0.741 0.523
Cl 6.594 1.873 -0.223 0.471
Cl 8.085 3.729 1.437 0.522
C -4.600 2.660 -2.272 -1.937
Cl -3.158 3.647 -1.941 0.511
Cl -4.735 1.372 -1.044 0.694
Cl -6.049 3.689 -2.212 0.500
Cl -4.457 1.927 -3.889 0.489
C -0.003 2.580 5.727 -2.006
Cl 1.591 3.137 6.283 0.521
Cl -1.226 2.957 6.962 0.507
Cl -0.422 3.402 4.208 0.517
Cl 0.044 0.824 5.457 0.561
C 0.591 -3.329 8.968 -1.977
Cl 1.731 -2.948 7.652 0.604
Cl 0.947 -2.304 10.377 0.490
Cl -1.072 -3.022 8.418 0.503
Cl 0.759 -5.040 9.422 0.512
C -0.585 1.651 11.831 -2.021
Cl -0.725 1.132 10.137 0.489
Cl -2.204 1.722 12.565 0.515
Cl 0.421 0.490 12.727 0.503
Cl 0.166 3.261 11.898 0.514
C -9.121 3.264 -5.067 -1.998
Cl -9.405 4.311 -6.475 0.483
Cl -7.508 2.527 -5.193 0.493
Cl -9.216 4.235 -3.580 0.497
Cl -10.355 1.985 -5.020 0.522
C -9.032 8.493 -6.882 -2.015
Cl -7.595 9.484 -6.544 0.515
Cl -9.169 7.210 -5.660 0.470
Cl -10.484 9.518 -6.832 0.515
Cl -8.880 7.760 -8.495 0.512
C 7.903 10.329 -4.512 -2.024
Cl 7.183 9.605 -3.057 0.513
Cl 9.410 9.475 -4.915 0.487
Cl 6.763 10.190 -5.869 0.510
Cl 8.257 12.044 -4.208 0.514
```

HOMO-LUMO gap: 7.5 eV
largest force on an atom: 7.79 eV Å⁻¹
calculated total energy: -29179.242805 Eh
molecular weight: 2623.749 g mol⁻¹
LUMO: -0.035 Eh